# 1
12
Properties=species:S:1:pos:R:3 method="wB97M-V/def2-TZVPD" e_tot_ev=-8679.6353 molar_mass_g_mol=88.1 total_charge=+1 smiles="[NH3+][C@@H]1N=NCO1" orbital_gap_ev=10.669 e_lumo_ha=-0.157 e_above_lowest_kj_mol=345.60 largest_force_ev_per_a=3.889
C 1.89079 0.62292 0.19799
C -0.02067 -0.23680 -0.66512
N 1.91375 -0.80078 0.17392
N 0.91594 -1.27644 -0.31927
N -1.23248 -0.49688 0.15718
O 0.57660 0.93304 -0.38066
H 2.27269 1.01573 1.18708
H 2.54238 0.86790 -0.66504
H -0.23868 -0.23082 -1.80144
H -0.80410 -0.63690 1.10713
H -1.80386 -1.30457 0.06421
H -1.83220 0.33490 -0.04967

# 2
16
Properties=species:S:1:pos:R:3 method="wB97M-V/def2-TZVPD" e_tot_ev=-16621.3147 molar_mass_g_mol=104.2 total_charge=+1 orbital_gap_ev="6.974 / 6.977" e_lumo_ha="-0.237 / -0.237" e_above_lowest_kj_mol=738.24 largest_force_ev_per_a=5.160
C 2.28422 0.28239 0.79712
C -1.54516 -1.46803 0.54559
C -0.39896 1.44481 -0.43975
C -0.31325 -0.95442 -0.25536
N -0.25314 0.34858 0.28908
S 3.41857 -0.12156 -0.26977
H 2.48898 0.26334 1.88769
H -1.45892 -2.54954 0.78995
H -1.81213 -0.72770 1.33229
H -2.44528 -1.15422 -0.05620
H 0.21866 2.08451 0.09822
H -1.46485 1.63036 -0.26219
H -0.14110 1.46104 -1.52084
H -0.47253 -1.19876 -1.43304
H 0.41068 -1.58691 0.22848
H 4.52493 -0.65774 0.60022

# 3
124
Properties=species:S:1:pos:R:3 method="wB97M-V/def2-TZVPD" e_tot_ev=-65873.9953 molar_mass_g_mol=727.0 smiles="CNC(C)=O.CNC(C)=O.CNC(C)=O.CNC(C)=O.CNC(C)=O.CNC(C)=O.C1CCOC1.C1CCOC1.C1CCOC1.C1CCOC1" orbital_gap_ev=9.017 e_lumo_ha=0.007 e_above_lowest_kj_mol=141.96 largest_force_ev_per_a=2.967
C 2.53399 14.67444 -17.27307
C 2.52167 16.12212 -16.91253
O 3.10707 16.97143 -17.56061
N 1.78215 16.44304 -15.83784
C 1.48666 17.78535 -15.37682
H 3.54744 14.39230 -17.55972
H 1.87524 14.51999 -18.12625
H 2.23573 14.01457 -16.45877
H 1.53226 15.70588 -15.19220
H 0.46619 17.78723 -15.00233
H 1.75584 18.52222 -16.11579
H 2.10276 17.98812 -14.48270
C 5.52130 11.53909 -19.49268
C 5.24774 13.00463 -19.11853
O 5.26180 13.37878 -17.94244
N 5.13676 13.87784 -20.16503
C 5.14990 15.33081 -20.05845
H 5.56336 10.97098 -18.57013
H 6.49976 11.48087 -19.97490
H 4.76995 11.11530 -20.15964
H 5.14641 13.45274 -21.07188
H 5.07939 15.67999 -19.03880
H 4.30179 15.77436 -20.58668
H 6.07486 15.72596 -20.50014
C 5.52447 15.39263 -12.07085
C 4.87457 15.86186 -13.34658
O 3.96618 16.67378 -13.31122
N 5.34670 15.46215 -14.54912
C 6.27169 14.34516 -14.82589
H 5.86521 14.35307 -12.07361
H 4.76472 15.39692 -11.28506
H 6.30454 16.08434 -11.75568
H 4.78666 15.78761 -15.32437
H 6.09593 13.47348 -14.19516
H 7.28677 14.70210 -14.55551
H 6.38181 14.15190 -15.88578
C 8.82836 14.50596 -10.19630
C 10.14506 15.12701 -10.50653
O 10.26847 15.73680 -11.52673
N 11.17295 14.83590 -9.70137
C 12.51462 15.10567 -9.95409
H 8.10330 15.32228 -10.12597
H 8.71551 13.92686 -9.27437
H 8.44405 13.87078 -10.99178
H 10.92392 14.46701 -8.79712
H 12.52870 15.71369 -10.85882
H 13.07894 14.18487 -10.05389
H 12.98869 15.71620 -9.18235
C 2.85921 17.26496 -9.17884
C 4.09051 18.01248 -9.51665
O 4.76944 18.47256 -8.64143
N 4.36204 18.15662 -10.84169
C 5.51915 18.88197 -11.32525
H 2.47870 16.58428 -9.94728
H 2.02889 17.96073 -8.99901
H 2.98368 16.74093 -8.23420
H 3.77140 17.66035 -11.50118
H 5.75311 18.55379 -12.34283
H 6.40276 18.72158 -10.71887
H 5.29689 19.94943 -11.42427
C -1.01060 13.15386 -12.71554
C 0.39787 13.40373 -13.22650
O 0.64386 14.29081 -14.05715
N 1.34608 12.58413 -12.74170
C 2.74232 12.70330 -13.18232
H -1.09304 12.69968 -11.72610
H -1.59881 12.58444 -13.43429
H -1.50679 14.12347 -12.61952
H 1.13469 11.80716 -12.15867
H 3.02903 11.64061 -13.25528
H 3.32149 13.03409 -12.32236
H 2.86514 13.16232 -14.14246
C 8.14865 11.51275 -12.87531
C 7.26218 11.07987 -11.71401
C 8.16706 10.28079 -10.81741
O 9.13755 9.72320 -11.69680
C 9.46305 10.74818 -12.60442
H 8.24526 12.55607 -13.14418
H 7.71989 10.95336 -13.71833
H 6.40147 10.50567 -12.05380
H 6.82871 11.95252 -11.21029
H 7.64889 9.52600 -10.23715
H 8.68103 10.94188 -10.10179
H 9.94850 10.40567 -13.51152
H 10.18389 11.41258 -12.09304
C 5.72272 19.55491 -16.13097
C 5.93178 21.03420 -15.84002
C 5.79452 21.62401 -17.26102
O 4.81731 20.83842 -17.90702
C 4.66261 19.53651 -17.24233
H 5.36227 18.95982 -15.27987
H 6.66422 19.07981 -16.41620
H 6.86770 21.30552 -15.35565
H 5.14381 21.45028 -15.19998
H 6.78766 21.48920 -17.72200
H 5.47979 22.66333 -17.24906
H 4.98408 18.81413 -17.98070
H 3.67132 19.51113 -16.82283
C 9.42191 13.88510 -17.19784
C 8.73643 15.08255 -17.88384
C 9.36820 15.15233 -19.30761
O 10.27286 14.06348 -19.41443
C 9.94395 13.10859 -18.41656
H 8.74390 13.30141 -16.58059
H 10.24429 14.24649 -16.58167
H 8.82991 16.05922 -17.41323
H 7.65278 14.91323 -17.95257
H 9.89798 16.10526 -19.37346
H 8.60294 15.10829 -20.09120
H 10.85748 12.57544 -18.14296
H 9.21718 12.39941 -18.83547
C 3.78159 13.22131 -7.65152
C 3.28210 12.45376 -8.86750
C 4.58853 11.75888 -9.38684
O 5.46461 11.68002 -8.28040
C 4.84586 12.28694 -7.12452
H 3.00762 13.42491 -6.90040
H 4.16166 14.20530 -7.94874
H 2.74348 12.98713 -9.65167
H 2.57993 11.66369 -8.55579
H 5.08672 12.42870 -10.09255
H 4.29270 10.79732 -9.80635
H 5.61298 12.77057 -6.50792
H 4.47757 11.49673 -6.44526

# 4
56
Properties=species:S:1:pos:R:3 method="wB97M-V/def2-TZVPD" e_tot_ev=-40118.8033 molar_mass_g_mol=498.5 total_charge=+2 orbital_gap_ev="8.335 / 6.822" multiplicity=5 e_lumo_ha="-0.249 / -0.319" largest_force_ev_per_a=0.459
Ru 0.64514 0.14050 -0.43854
C 3.18631 -1.30597 1.37053
C 2.40372 -2.40560 0.69194
N 1.01942 -2.01182 0.24969
C 0.01684 -2.43503 1.28984
C 0.30672 -1.96605 2.70086
C 0.72993 -2.72895 -1.02141
C -0.64428 -2.42271 -1.56129
N -0.83118 -0.96311 -1.60365
C -1.88776 -0.44445 -2.24272
C -1.93034 0.96165 -2.45609
F -0.88425 1.69790 -2.05519
C -2.96349 1.57807 -3.09373
F -2.92011 2.88766 -3.27757
C -4.04573 0.83467 -3.55879
C -4.04985 -0.53598 -3.37084
F -5.07232 -1.25812 -3.79028
C -3.00459 -1.17863 -2.74643
F -3.07438 -2.48982 -2.58296
H 4.13751 -1.69834 1.73033
H 2.65521 -0.90102 2.23149
H 3.42275 -0.49622 0.67712
H 2.30045 -3.26625 1.35534
H 2.93420 -2.76202 -0.19004
H -0.00705 -3.53061 1.26874
H -0.96377 -2.08726 0.97180
H 1.19155 -2.44370 3.12094
H -0.53662 -2.24438 3.33297
H 0.42564 -0.88597 2.77458
H 0.82633 -3.80947 -0.87796
H 1.49388 -2.43804 -1.74648
H -1.43109 -2.88685 -0.96943
H -0.72528 -2.84014 -2.56512
H -4.86951 1.32182 -4.06591
C 1.12418 3.23834 -0.77248
N 1.70873 1.98766 -0.20868
C 3.04264 1.71206 -0.83540
C 1.75325 2.08486 1.28975
C 0.35594 1.83434 1.77474
C -0.21520 2.41095 2.89303
C -1.53952 2.11602 3.21436
C -2.30436 1.27841 2.41007
C -1.75723 0.70786 1.26755
C -0.42036 0.96919 0.98437
H 1.81229 4.06031 -0.57215
H 0.16522 3.43075 -0.29900
H 0.98821 3.12931 -1.84305
H 3.86564 1.88983 -0.14471
H 3.17660 2.33305 -1.71659
H 3.11092 0.66942 -1.15353
H 2.14554 3.05751 1.59368
H 2.45037 1.32420 1.63920
H 0.35382 3.09213 3.51460
H -1.98379 2.56239 4.09420
H -3.33335 1.07215 2.67425
H -2.35354 0.05352 0.64409

# 5
145
Properties=species:S:1:pos:R:3 method="wB97M-V/def2-TZVPD" e_tot_ev=-92164.3459 molar_mass_g_mol=915.2 total_charge=+1 orbital_gap_ev=5.473 e_lumo_ha=-0.118 largest_force_ev_per_a=10.231
C 0.54582 1.17328 -5.54440
C -0.58914 1.39944 -4.34352
P -1.39575 -0.23529 -3.77480
C -1.58709 -1.42760 -5.26314
C -3.16709 -1.40290 -5.78795
C -0.46812 -1.06101 -2.32435
N -0.99699 -2.40594 -1.78564
N -2.10303 -3.06206 -2.33481
C -0.16101 -2.90382 -0.59854
C -0.32241 -4.23256 0.34717
C -1.88078 -4.83949 0.37649
O -1.95893 -5.61698 1.64767
C 1.00224 -1.75743 -0.46430
C 2.29399 -1.58859 0.52814
C 2.35765 -2.64138 1.78227
C 2.91584 -4.13550 1.37538
C 4.46240 -4.43821 1.82723
N 4.45754 -5.75576 2.58172
C 5.10244 -6.06072 3.91645
C 4.84166 -7.60540 4.40081
C 3.95536 -8.34677 3.23674
C 3.81416 -7.09928 2.18244
N 0.75208 -0.66337 -1.52363
C 1.56493 0.59701 -1.72444
P 0.68829 1.96139 -0.64531
O 0.68163 3.38619 -1.36658
O 1.44242 2.07355 0.95892
O -0.97693 1.46028 -0.36209
H 0.92378 0.05957 -5.42690
H 0.04647 1.22022 -6.62595
H 1.42933 1.94111 -5.49087
H -0.12563 2.03757 -3.45549
H -1.40827 2.11550 -4.83442
H -1.27813 -2.53095 -4.96482
H -0.92779 -1.12997 -6.18615
H -3.31281 -0.32286 -6.26582
H -3.91170 -1.57042 -4.88406
H -3.28266 -2.21461 -6.64174
H -2.87813 -2.40138 -2.56181
H -1.82120 -3.64305 -3.16914
H -0.02845 -4.08688 1.47032
H 0.43868 -5.04464 -0.08433
H -2.58522 -3.90282 0.44941
H -2.03635 -5.49738 -0.57927
H -2.68162 -5.15501 2.18232
H 2.33980 -0.49675 1.00871
H 3.26561 -1.70632 -0.11521
H 1.33711 -2.63748 2.35555
H 3.15878 -2.19595 2.54715
H 2.83972 -4.19668 0.18557
H 2.12548 -4.91534 1.78042
H 4.99812 -3.55779 2.38312
H 5.06946 -4.64184 0.82195
H 5.68106 -5.16367 4.39611
H 5.21498 -8.08207 5.40280
H 3.52323 -9.43106 3.14792
H 3.22023 -7.16342 1.16794
H 2.66180 0.51976 -1.26142
H 1.71215 0.92274 -2.83870
H 1.00871 1.38834 1.57330
H -1.11233 1.18354 0.59349
C 0.32624 -8.26293 5.99189
C -0.03793 -9.69036 6.38774
C 1.15661 -10.48274 6.92233
C 2.23138 -10.57638 5.85165
N 3.12297 -10.65406 4.96328
H 1.05709 -8.24337 5.17718
H -0.56217 -7.72686 5.64336
H 0.74391 -7.71396 6.84359
H -0.46386 -10.20226 5.51611
H -0.81880 -9.65797 7.15555
H 0.84137 -11.49281 7.20453
H 1.57414 -9.99674 7.81077
C 5.79274 2.10527 -5.53878
C 5.82190 0.82871 -6.37328
C 4.45441 0.14956 -6.46983
C 3.97312 -0.23572 -5.08053
N 3.57394 -0.55539 -3.92787
H 5.51125 1.90307 -4.50044
H 6.78334 2.57059 -5.52138
H 5.08269 2.82949 -5.95418
H 6.55129 0.13589 -5.93600
H 6.17321 1.07163 -7.38220
H 4.52528 -0.75134 -7.08840
H 3.72281 0.82159 -6.93135
C -5.04581 0.97019 0.18641
C -5.02309 1.09884 1.70621
C -3.82985 0.38642 2.34591
C -3.88508 -1.09801 2.02393
N -3.93102 -2.32955 1.75681
H -5.14572 -0.07312 -0.12948
H -5.89803 1.51758 -0.22857
H -4.12984 1.37854 -0.25570
H -5.95877 0.69341 2.11035
H -4.99085 2.16111 1.97249
H -3.85137 0.51957 3.43268
H -2.88791 0.80173 1.97156
C -4.91584 7.26275 1.21199
C -4.88667 5.98618 0.37749
C -6.25416 5.30704 0.28093
C -6.73545 4.92175 1.67023
N -7.13463 4.60208 2.82289
H -5.19732 7.06055 2.25033
H -3.92523 7.72806 1.22939
H -5.62588 7.98697 0.79659
H -4.15729 5.29337 0.81477
H -4.53536 6.22910 -0.63143
H -6.18330 4.40614 -0.33763
H -6.98576 5.97907 -0.18058
C -5.37262 8.53650 -3.68837
C -4.64204 9.86451 -3.86018
C -3.46790 10.02719 -2.89296
C -3.97219 9.97678 -1.45999
N -4.39068 9.93501 -0.27118
H -5.82040 8.44726 -2.69348
H -6.18425 8.45215 -4.41793
H -4.69076 7.69142 -3.83712
H -5.35748 10.68371 -3.71789
H -4.27134 9.93571 -4.88870
H -2.96963 10.98706 -3.06513
H -2.73155 9.23047 -3.04427
C -4.90560 8.49086 4.84358
C -4.17502 9.81886 4.67177
C -3.00088 9.98154 5.63899
C -3.50517 9.93114 7.07195
N -3.92366 9.88937 8.26077
H -5.35338 8.40161 5.83847
H -5.71724 8.40651 4.11402
H -4.22374 7.64577 4.69483
H -4.89046 10.63807 4.81406
H -3.80433 9.89006 3.64325
H -2.50261 10.94142 5.46682
H -2.26453 9.18483 5.48768
C 8.88308 -5.82356 -0.21725
C 8.93752 -5.16534 -1.59226
C 8.74813 -3.64834 -1.53368
C 7.38890 -3.32320 -0.93617
N 6.26117 -3.05354 -0.44050
H 7.90693 -5.68563 0.25855
H 9.05148 -6.90155 -0.30507
H 9.65183 -5.41092 0.44605
H 8.16514 -5.61231 -2.23010
H 9.90550 -5.38786 -2.05469
H 8.80903 -3.22303 -2.54098
H 9.53066 -3.18625 -0.92215

# 6
12
Properties=species:S:1:pos:R:3 method="wB97M-V/def2-TZVPD" e_tot_ev=-8797.2777 molar_mass_g_mol=95.1 orbital_gap_ev=8.740 e_lumo_ha=0.003 e_above_lowest_kj_mol=592.55 largest_force_ev_per_a=1.046
O 0.09457 -0.19700 2.19206
C 0.90395 -0.16754 1.34356
C 2.06160 -0.25465 0.68372
C 2.26518 0.02349 -0.60042
C -0.51197 0.49075 -0.44528
C -1.73641 -0.44146 -0.44146
N -1.66937 0.94585 -0.11292
H 3.22762 -0.02887 -1.09924
H 1.38786 0.33700 -1.18589
H -1.82948 -1.15836 0.37260
H -2.19355 -0.70294 -1.39113
H -2.03935 1.64701 0.51042

# 7
119
Properties=species:S:1:pos:R:3 method="wB97M-V/def2-TZVPD" e_tot_ev=-153193.5940 molar_mass_g_mol=1381.0 total_charge=-2 orbital_gap_ev=5.228 e_lumo_ha=0.141 e_above_lowest_kj_mol=10.54 largest_force_ev_per_a=1.316
Tl 11.40990 13.58509 14.43290
N 13.04232 17.63011 15.75627
C 13.85777 16.93384 14.87102
C 15.18408 17.35986 14.75441
C 16.01088 16.70162 13.86406
C 15.49176 15.66053 13.10590
C 14.16575 15.32733 13.30814
N 13.35507 15.94378 14.16017
C 11.86017 17.24522 16.37571
C 11.33765 18.12540 17.32892
C 10.18258 17.76714 17.98491
C 9.60082 16.54267 17.69616
C 10.19033 15.73746 16.74578
N 11.29279 16.09090 16.07518
H 13.49565 18.39478 16.21115
H 15.54810 18.17944 15.37063
H 17.05527 16.98595 13.77460
H 16.09331 15.10145 12.40047
H 13.72334 14.51259 12.76251
H 11.84993 19.05790 17.55786
H 9.75243 18.42502 18.73124
H 8.70532 16.21006 18.21155
H 9.79066 14.74844 16.51591
O 10.48207 11.16248 13.74578
S 9.71710 11.04484 14.99448
O 8.48829 10.30721 14.82293
O 9.52892 12.32195 15.67130
C 10.63656 9.96841 16.11172
C 10.56417 8.60774 15.82148
C 11.04094 7.66224 16.71049
C 11.55124 8.07133 17.93359
C 11.65391 9.41946 18.21515
C 11.23017 10.37996 17.29878
S 11.86995 12.04860 17.60304
O 12.86851 11.82680 18.63736
O 10.82947 12.96076 18.02277
O 12.52188 12.37082 16.32775
H 10.10998 8.30424 14.88506
H 10.99924 6.60842 16.45547
H 11.89032 7.34492 18.66596
H 12.10610 9.76953 19.13093
Te 11.12614 10.65478 11.10547
C 11.86699 9.77744 9.29014
C 11.60736 8.44016 9.01655
C 12.15306 7.84708 7.88367
N 12.92686 8.48869 7.01171
C 13.16870 9.77038 7.26706
C 12.68259 10.44788 8.37511
C 12.76584 12.11840 11.05829
P 13.35334 11.65909 12.75315
C 15.07522 12.29502 13.16287
C 15.19253 12.71357 14.48939
C 16.42840 12.98670 15.05700
C 17.58627 12.80831 14.31248
C 17.48767 12.40668 12.98889
C 16.24506 12.17347 12.41343
C 13.91810 9.98073 12.23776
C 14.57769 9.72301 11.03519
C 14.87376 8.42779 10.65457
C 14.52384 7.36454 11.47264
C 13.85433 7.60466 12.65917
C 13.55116 8.90506 13.03036
P 11.89596 13.70982 11.11888
C 10.77880 13.69844 9.65125
C 9.43906 13.37398 9.88122
C 8.50213 13.45498 8.86935
C 8.87566 13.87804 7.59853
C 10.19584 14.20887 7.36139
C 11.14266 14.12066 8.37549
C 13.13763 14.87766 10.40566
C 14.26252 14.45149 9.71160
C 15.14028 15.37558 9.16148
C 14.89803 16.73371 9.30026
C 13.80312 17.16928 10.03267
C 12.93504 16.24350 10.57760
H 11.00181 7.84332 9.69523
H 11.97153 6.79234 7.67561
H 13.79728 10.29140 6.54806
H 12.94049 11.49256 8.54018
H 14.30374 12.79555 15.10868
H 16.49169 13.32632 16.08398
H 18.55542 12.97519 14.76419
H 18.38431 12.25693 12.39876
H 16.19795 11.86932 11.36995
H 14.79342 10.54836 10.36859
H 15.35915 8.24111 9.69871
H 14.75119 6.34677 11.16601
H 13.54925 6.78779 13.30066
H 12.97706 9.09289 13.92621
H 9.13611 13.06241 10.87148
H 7.47101 13.18811 9.07852
H 8.13281 13.95271 6.80920
H 10.49969 14.53804 6.37448
H 12.17082 14.39768 8.16182
H 14.43214 13.38187 9.60287
H 16.01605 15.04194 8.61267
H 15.58505 17.45496 8.85820
H 13.63178 18.22874 10.17094
H 12.08513 16.57554 11.17575
Cl 14.09565 9.97516 16.10946
C 15.71263 9.93895 16.81063
Cl 16.83924 9.00031 15.81759
H 15.65421 9.47681 17.78796
H 16.08830 10.94691 16.85370
C 9.07443 17.31705 10.89699
C 8.74122 16.50570 12.09797
C 7.74445 16.59906 13.04372
C 7.95055 15.50381 13.90955
N 8.99801 14.80350 13.51620
N 9.46377 15.42535 12.42546
C 7.17926 15.07131 15.10660
H 8.27000 18.01747 10.67581
H 9.23316 16.67606 10.02743
H 9.98840 17.89673 11.04892
H 6.97341 17.35885 13.10205
H 10.29188 15.02032 11.99006
H 6.18545 14.71620 14.81660
H 7.05999 15.88485 15.82680
H 7.69782 14.24544 15.59235